100
Properties=species:S:1:pos:R:3:forces:R:3:lowdin_charge:R:1 method="wB97M-V/def2-TZVPD" de_lowest_ev=0.4489 spin_multiplicity=1 gap_ev=8.374
C -3.15174 -3.45215 -6.72735 -0.680 -0.454 0.121 -0.271
S -1.75526 -4.20201 -5.89167 -0.368 -0.021 0.120 0.808
O -0.63269 -3.29620 -6.21176 0.711 0.156 0.107 -0.552
C -2.28788 -3.80406 -4.21475 0.081 0.684 -0.163 -0.274
H -4.08669 -3.76224 -6.25293 0.053 -0.164 -0.144 0.052
H -3.11219 -3.83486 -7.74360 -0.105 0.203 -0.123 0.045
H -3.11173 -2.36627 -6.70142 0.385 0.040 0.031 0.062
H -2.34940 -2.71122 -4.19870 -0.114 -0.046 0.112 0.060
H -1.52908 -4.10324 -3.49635 0.020 -0.268 -0.106 0.014
H -3.25991 -4.24085 -4.00015 0.034 -0.147 0.067 0.059
C -0.12801 1.63972 -0.93982 -0.850 0.802 -0.118 -0.249
S -0.65064 -0.02925 -0.59175 0.290 -0.518 0.063 0.809
O -2.12998 -0.01556 -0.44730 -0.630 0.005 0.190 -0.544
C -0.29664 -0.68227 -2.21947 0.314 0.275 0.128 -0.243
H -1.03175 2.20487 -1.19762 -0.043 -0.333 -0.347 0.061
H 0.55126 1.65729 -1.78512 0.340 0.196 0.169 0.054
H 0.20223 2.15401 -0.04453 0.645 -0.251 0.068 0.021
H -0.73169 -0.04322 -2.98566 -0.034 0.016 -0.033 0.071
H -0.67969 -1.69476 -2.28718 0.066 -0.112 0.086 0.026
H 0.79403 -0.67626 -2.27438 -0.041 -0.193 -0.329 0.054
C -0.03219 4.93834 -2.53746 -0.371 -0.403 -0.272 -0.277
S 0.89892 5.01935 -4.07026 0.303 1.270 0.140 0.788
O 1.18775 3.64673 -4.53653 -0.418 -0.391 -0.050 -0.544
C -0.37047 5.74472 -5.12135 -0.176 -0.863 -0.178 -0.267
H -0.99137 4.41577 -2.59701 0.254 -0.348 -0.349 0.057
H -0.29893 5.92854 -2.17375 0.628 0.144 0.167 0.056
H 0.68180 4.37796 -1.93793 -0.298 0.255 0.653 0.032
H 0.07740 5.79511 -6.11122 -0.097 0.146 -0.052 0.046
H -0.71234 6.71749 -4.78366 0.211 0.116 0.153 0.053
H -1.20414 5.03925 -5.13571 -0.045 0.078 -0.120 0.056
C -3.40465 1.85772 1.67957 -0.467 -0.486 0.046 -0.279
S -3.31022 3.45334 2.43070 1.730 0.541 -0.639 0.781
O -4.56352 4.19739 2.21052 -0.755 -0.069 0.263 -0.531
C -3.17706 2.92186 4.11924 -0.928 -0.290 2.406 -0.283
H -2.52814 1.29379 1.98830 0.039 0.035 -0.105 0.006
H -3.41404 1.94935 0.59807 0.051 0.089 -0.018 0.045
H -4.29618 1.32081 2.00842 0.000 0.014 0.022 0.074
H -3.84514 3.58120 4.68891 -0.085 0.063 -0.334 0.055
H -2.24613 3.01932 4.68670 0.492 0.329 -0.984 0.056
H -3.50126 1.91201 4.39736 -0.258 0.054 -0.727 0.013
C 4.65074 1.91817 0.65675 0.596 0.440 -0.367 -0.259
S 4.92735 2.42286 2.36501 -0.440 0.010 -0.696 0.794
O 4.77826 1.16397 3.13747 0.452 0.030 0.275 -0.547
C 6.67390 2.84859 2.11091 0.398 -0.531 0.762 -0.259
H 5.53966 1.40792 0.28370 -0.109 -0.269 0.149 0.055
H 4.52517 2.80705 0.03289 -0.295 -0.056 0.085 0.059
H 3.79682 1.25682 0.63289 -0.261 0.033 -0.029 0.027
H 6.95523 3.07030 1.08648 -0.311 0.234 -0.091 0.048
H 7.24461 1.96771 2.42351 -0.105 0.039 0.003 0.061
H 6.90746 3.66606 2.78932 0.115 0.071 -0.120 0.039
C -0.83986 -0.36529 3.47417 1.148 0.290 -0.133 -0.247
S -2.47038 -0.62256 4.12123 -0.449 -0.276 0.112 0.816
O -3.24211 -1.28519 3.03227 -0.102 0.121 -0.020 -0.536
C -2.04974 -1.92136 5.29290 0.366 -0.210 0.082 -0.247
H -0.24365 -1.27453 3.34031 -0.352 -0.072 -0.012 0.035
H -0.25651 0.31112 4.10835 -0.207 -0.043 0.107 0.071
H -0.93407 0.11486 2.49977 -0.168 -0.048 0.021 0.027
H -2.93186 -2.49337 5.57017 -0.229 0.247 -0.138 0.059
H -1.61765 -1.48607 6.19458 0.110 0.027 -0.080 0.057
H -1.34191 -2.59118 4.80272 0.037 -0.020 0.134 0.042
N -2.42407 -2.96880 0.56417 0.726 0.922 0.313 0.049
C -2.28111 -3.75630 -0.54236 -0.737 0.765 -0.054 -0.152
C -2.14037 -5.03842 -0.10943 0.625 -0.881 -0.298 -0.141
C -2.02148 -5.00595 1.29551 -0.753 0.245 0.869 -0.109
C -2.22310 -3.69562 1.68426 0.146 -0.892 -0.297 -0.145
H -2.46875 -1.95471 0.60108 -0.191 -0.055 -0.369 0.103
H -2.37458 -3.32336 -1.52210 -0.091 -0.080 -0.056 0.085
H -2.10175 -5.92207 -0.72712 0.049 0.022 -0.065 0.094
H -2.03417 -5.82273 1.99931 0.313 -0.189 -0.182 0.090
H -2.23702 -3.23631 2.64725 -0.159 0.064 0.144 0.075
N 1.95887 -4.86186 -1.20080 0.841 -0.565 0.917 -0.002
C 0.87603 -4.62475 -1.96704 -0.553 0.058 -1.188 -0.153
C 1.30347 -3.91012 -3.06920 0.349 0.133 -0.200 -0.107
C 2.68719 -3.67074 -2.89821 0.082 -0.247 0.469 -0.103
C 3.07415 -4.30453 -1.72973 0.109 1.015 -1.138 -0.133
H 1.95772 -5.29408 -0.29524 -0.145 -0.125 -0.001 0.147
H -0.08503 -5.04337 -1.72773 0.020 -0.004 0.082 0.080
H 0.83874 -3.64227 -4.00834 -0.614 0.010 0.345 0.078
H 3.27748 -3.05490 -3.55644 0.242 -0.231 0.002 0.093
H 4.05296 -4.31736 -1.28926 -0.074 -0.197 0.385 0.110
N 0.97207 6.31494 2.45233 -0.125 0.280 -0.485 0.011
C 2.08793 5.53669 2.48827 0.375 -0.163 0.144 -0.142
C 1.74325 4.28232 2.08048 -0.730 -0.796 0.048 -0.107
C 0.35084 4.31188 1.73757 0.149 0.321 0.534 -0.118
C -0.07867 5.58868 1.96547 -0.256 0.050 0.099 -0.141
H 0.95980 7.30327 2.61407 -0.019 0.094 0.029 0.144
H 3.03914 5.91721 2.81473 0.001 0.061 0.098 0.107
H 2.31798 3.37619 2.19187 0.236 0.216 -0.257 0.054
H -0.34504 3.51477 1.53745 0.234 -0.163 -0.214 0.057
H -1.06908 6.00020 1.86829 0.026 0.101 0.035 0.107
N 1.02582 -3.26731 1.04775 0.232 -0.043 0.117 0.028
C 1.25492 -3.36781 2.39677 0.269 0.135 -0.203 -0.143
C 2.11666 -2.34801 2.73624 -0.474 0.148 0.530 -0.123
C 2.36005 -1.55687 1.58008 -0.330 -0.764 -0.022 -0.081
C 1.72807 -2.22470 0.55039 0.148 1.096 -0.241 -0.168
H 0.38842 -3.78695 0.46718 -0.172 -0.255 0.319 0.104
H 0.83588 -4.16651 2.97930 -0.098 -0.043 0.052 0.103
H 2.46968 -2.15219 3.73913 0.032 0.000 -0.099 0.097
H 2.83011 -0.58767 1.56776 0.392 -0.233 -0.161 0.069
H 1.73288 -2.02726 -0.51053 -0.150 0.026 0.029 0.092